The following is a DFT calculation (ωB97M-V/def2-TZVPD) of a 3-piece molecular cluster, C3H8N2S overall.

```
14
Properties=species:S:1:pos:R:3:forces:R:3
C 1.586028 -0.899081 -0.073911 5.51 -2.84 -0.08
C 0.391315 -0.686574 0.703380 1.24 -1.99 3.38
C -0.552313 0.201747 0.218210 -1.41 2.85 0.07
H 0.756549 0.881520 -0.923908 4.91 -0.79 0.43
H 2.999332 0.137982 -1.569776 -3.29 0.90 4.22
H 2.452407 -1.354747 0.796603 -2.41 0.55 -2.57
H 1.471689 -1.713783 -0.895371 0.13 1.49 1.22
H -0.062845 -1.646792 0.775701 -0.27 -0.70 1.12
H 0.821268 -0.200540 1.612820 -0.85 -0.94 0.11
H 0.959615 1.735736 0.647388 -1.74 -0.84 -0.49
H -0.493594 2.148530 -0.189475 -1.68 2.68 -1.27
N 2.139461 0.373428 -0.439874 -0.28 0.46 -6.60
N -0.025632 1.504343 0.329207 0.32 -1.70 0.93
S -2.015713 -0.301804 -0.285337 -0.19 0.86 -0.47
```
Forces are in eV/Å.

Calculated values
E_tot	-17049.9101	eV
net charge	0
ΔE to the lowest compared entry with this formula, charge and spin	157.3	kcal per mole
LUMO	0.0204	eV
strongest force on any atom	6.63	eV/A
gap between HOMO and LUMO	8.7	eV
HOMO level	-0.320	Eh

***

The following is a DFT calculation (ωB97M-V/def2-TZVPD) of C27H64N9O14SV2 as an isolated structure.

```
117
Properties=species:S:1:pos:R:3:forces:R:3
V -4.846610 -30.732080 23.040290 -2.99 -2.12 1.65
V -9.949080 -28.128410 24.425060 0.84 -0.24 -0.47
O -5.112040 -31.330330 25.044450 1.93 1.55 -2.57
H -4.657310 -30.517850 25.340470 -0.34 -0.39 0.89
S -8.256480 -29.870890 22.940320 -1.72 -0.19 1.02
O -8.884460 -30.814910 22.023630 0.82 -0.35 -0.77
O -6.808300 -30.030450 23.068670 1.00 0.63 -1.03
O -8.695120 -28.493160 22.686680 0.81 2.74 -3.14
O -8.862560 -29.941890 24.257660 -0.79 -2.23 3.46
C -5.756460 -30.688730 19.858620 1.51 0.51 0.50
O -4.922660 -30.539120 20.819390 -1.74 -0.63 -2.75
N -5.441730 -30.967300 18.560410 1.06 -0.36 -0.34
C -6.396570 -30.771340 17.430680 -0.43 0.02 0.62
C -4.060120 -31.394060 18.167720 0.20 0.77 0.85
H -6.849220 -30.568680 19.919300 0.19 0.19 0.83
H -6.605240 -31.679630 16.865380 0.41 -0.22 0.19
H -6.115320 -29.997290 16.716640 0.73 -0.03 0.19
H -7.373330 -30.416400 17.759400 0.07 -0.12 0.61
H -4.013590 -32.240270 17.482250 -0.55 0.13 0.00
H -3.459870 -30.574390 17.772830 -0.46 0.26 -0.54
H -3.451290 -31.637200 19.038530 -0.61 -0.32 0.34
C -6.873380 -33.312550 22.592580 1.27 0.13 0.43
O -5.791410 -32.637370 22.668320 -2.33 -2.24 -0.63
N -6.993670 -34.669780 22.524710 1.64 0.56 -0.58
C -8.263150 -35.319710 22.138200 1.25 -0.73 -0.22
C -5.792360 -35.549590 22.597500 -0.34 0.11 1.12
H -7.908530 -32.937790 22.607140 0.58 1.05 -0.11
H -9.052010 -34.702490 21.708260 0.14 0.47 0.87
H -8.539360 -35.981240 22.959290 -0.63 0.32 -0.06
H -8.022970 -35.976920 21.302440 0.14 -0.23 -0.10
H -5.326800 -35.863620 21.663290 -0.29 0.44 -0.29
H -5.046900 -35.122800 23.268490 0.00 0.63 -0.43
H -6.007680 -36.463460 23.151210 -0.68 -0.15 -0.21
C -13.086000 -27.451940 20.594930 -1.48 -1.13 0.32
O -14.270600 -27.133920 20.578590 0.69 0.45 -0.09
N -12.615970 -28.566850 20.000600 1.70 -0.73 0.41
C -11.155210 -28.858270 20.057380 -0.94 0.15 0.05
C -13.384490 -29.516970 19.209900 0.29 0.87 -0.70
H -12.330560 -26.966340 21.231860 0.04 0.23 -0.27
H -10.709630 -28.340110 20.906530 0.13 0.13 -0.20
H -10.692130 -28.588760 19.108160 0.20 0.22 0.01
H -10.956610 -29.917280 20.222190 -0.30 -0.07 0.12
H -14.460250 -29.345670 19.248550 0.20 -0.05 0.42
H -13.078080 -29.341650 18.178650 -0.16 -0.14 -0.40
H -13.083160 -30.542720 19.422320 -0.24 0.04 0.44
C -7.392340 -29.343390 27.395800 1.05 -1.14 -0.69
O -6.939540 -30.461420 27.186260 -0.86 1.73 0.84
N -6.938270 -28.455010 28.320630 1.51 -0.97 1.36
C -7.391560 -27.116460 28.444760 -0.68 0.30 -0.03
C -5.945380 -28.783830 29.378270 0.41 -0.08 -0.92
H -8.166280 -28.835260 26.799950 -0.29 -0.43 -0.31
H -6.562090 -26.449570 28.209540 0.06 0.42 0.48
H -7.774560 -27.038730 29.462290 0.13 0.83 0.11
H -8.200730 -26.834670 27.771010 -0.12 -0.46 -0.15
H -5.235020 -29.562850 29.101500 -0.60 -0.38 -0.36
H -5.274870 -27.937300 29.526270 -0.27 0.42 0.03
H -6.371770 -29.036930 30.348960 -0.37 0.00 -0.10
C -7.074310 -26.442470 25.160930 1.03 -0.73 0.76
O -8.213960 -26.774980 24.947730 -0.96 0.74 -0.06
N -6.580280 -25.235070 25.500240 -0.95 0.43 0.80
C -7.330090 -24.001430 25.762170 -0.59 0.35 -0.98
C -5.188770 -25.030800 25.755130 1.28 1.09 -0.94
H -6.281040 -27.205530 25.187060 0.14 -0.02 -0.24
H -7.112240 -23.280820 24.973920 0.36 0.12 -0.15
H -7.051460 -23.506680 26.692590 0.14 -0.47 0.18
H -8.417620 -24.053920 25.710790 0.09 -0.86 0.21
H -4.830520 -24.334910 24.996520 0.15 0.25 -0.33
H -5.009500 -24.450660 26.660330 -0.14 -0.59 0.46
H -4.492010 -25.860790 25.637870 -0.65 -0.47 0.42
C -8.777640 -32.991080 25.264900 3.42 0.12 2.06
O -7.640460 -32.748820 25.759300 -3.49 -0.83 -1.94
N -9.342700 -34.228000 25.272190 -0.78 -0.64 0.10
C -10.733680 -34.352440 24.765700 0.77 -0.93 -0.91
C -8.721890 -35.440760 25.831040 -0.02 -0.05 0.08
H -9.457630 -32.257400 24.804980 0.43 0.31 0.11
H -11.353720 -35.084830 25.282670 0.22 0.26 0.76
H -10.687680 -34.788360 23.767720 -0.07 0.13 -0.30
H -11.274390 -33.412880 24.651830 0.36 0.07 0.36
H -9.339620 -35.817750 26.646140 -0.09 -0.09 -0.02
H -8.572130 -36.248280 25.114390 -0.77 -0.05 -0.55
H -7.699530 -35.411600 26.207900 -0.13 1.36 0.15
C -7.364940 -26.675120 19.924620 -1.43 1.02 0.46
O -7.981470 -26.002380 19.082990 0.83 -1.15 0.60
N -6.390410 -26.194640 20.700770 1.14 2.08 0.36
C -5.740990 -26.931590 21.776140 -1.09 -0.60 -0.59
C -5.941570 -24.781290 20.538020 -0.01 -0.92 -0.53
H -7.671280 -27.645150 20.345810 -0.22 -0.40 -0.73
H -4.752860 -27.277120 21.472310 0.27 0.33 0.30
H -6.348900 -27.814590 21.973250 0.01 -0.12 0.12
H -5.784360 -26.326300 22.681590 0.46 -0.02 -0.02
H -5.621260 -24.357580 21.489850 -0.14 -0.20 0.06
H -5.091030 -24.777010 19.856350 0.15 0.18 0.00
H -6.715220 -24.162380 20.083590 -0.11 -0.26 0.13
C -10.296480 -25.583210 22.430580 -0.89 -0.97 1.85
O -10.509420 -26.404050 23.378290 -0.31 2.77 -2.43
N -11.120890 -24.582770 22.045130 -0.40 -0.55 0.29
C -10.847050 -23.801770 20.871780 0.21 -0.06 -0.54
C -12.423790 -24.259470 22.618840 -0.63 -1.35 0.87
H -9.378810 -25.573430 21.822310 -0.02 -0.42 0.22
H -9.908680 -24.129120 20.424110 0.14 0.40 0.04
H -10.897690 -22.746220 21.138890 0.45 0.08 -0.17
H -11.622790 -23.968880 20.124510 -0.09 -0.10 -0.06
H -12.327140 -23.857120 23.627240 0.02 0.37 -0.18
H -13.068480 -23.674970 21.962460 0.72 0.50 -0.03
H -13.049050 -25.144560 22.736210 0.32 -0.47 0.13
C -11.112870 -33.301380 20.860960 -1.27 -0.46 0.07
O -11.832130 -34.008680 21.554670 0.68 0.48 0.52
N -11.180530 -33.378200 19.525990 0.92 -0.33 -3.56
C -10.114330 -32.720550 18.689550 -0.87 -0.18 -0.14
C -12.096280 -34.403400 18.852070 0.51 1.33 0.80
H -10.440410 -32.488560 21.176080 0.10 -0.17 0.54
H -9.743810 -31.782340 19.102560 -0.25 -0.11 0.50
H -10.507240 -32.468500 17.704570 -0.43 0.03 0.09
H -9.239230 -33.324510 18.449660 0.00 -0.52 0.47
H -11.632820 -35.377200 18.693920 0.05 -0.09 0.73
H -12.989110 -34.393070 19.477250 0.21 -0.67 0.03
H -12.435040 -34.139690 17.850170 0.40 0.85 0.02
```
Forces are in eV/Å.

Calculated values
E_tot	-133319.5980	eV
net charge	0
LUMO (spin up / spin down)	-0.2227 / -0.3686	eV
spin multiplicity	8
strongest force on any atom	4.25	eV/A
gap between HOMO and LUMO (spin up / spin down)	3.5 / 7.4	eV
HOMO level (spin up / spin down)	-0.137 / -0.284	Eh

***

The following is a DFT calculation (ωB97M-V/def2-TZVPD) of C3H2FO2Pb as an isolated structure.

```
9
Properties=species:S:1:pos:R:3:forces:R:3
C 1.041049 -0.329661 0.081129 3.55 -1.77 -0.52
O -0.576567 1.123300 0.710603 1.38 0.71 -0.54
C -1.132524 -0.046899 0.146180 -0.60 -0.57 -0.27
C 0.777641 0.852898 0.648466 -1.20 0.48 2.04
O -1.805186 0.182877 -0.853351 -0.28 0.11 -0.03
Pb -3.231620 -1.449352 -1.897149 0.05 0.00 0.01
H 1.152904 -0.579706 -0.978941 -0.56 -0.43 0.70
H 1.372028 1.302511 1.444993 -0.11 -0.19 -0.23
F 2.402275 -1.055968 0.698069 -2.23 1.66 -1.15
```
Forces are in eV/Å.

Calculated values
E_tot	-15199.1359	eV
net charge	-1
ΔE to the lowest compared entry with this formula, charge and spin	57.8	kcal per mole
LUMO (spin up / spin down)	3.2760 / 3.2628	eV
strongest force on any atom	4.01	eV/A
gap between HOMO and LUMO (spin up / spin down)	5.6 / 5.6	eV
HOMO level (spin up / spin down)	-0.085 / -0.085	Eh

***

The following is a DFT calculation (ωB97M-V/def2-TZVPD) of C9H21Br2GeOPtS as an isolated structure.

```
36
Properties=species:S:1:pos:R:3:forces:R:3
Pt -0.494000 0.663300 0.263600 -0.35 -0.17 -0.77
Br 2.049400 -0.599100 0.166000 0.23 -0.02 0.12
C 2.097400 -0.364400 2.084600 0.19 0.05 0.18
Br 0.284100 -0.354900 2.770500 0.15 0.01 0.04
H 2.541200 0.608600 2.295200 -0.20 -0.22 -0.11
H 2.644200 -1.190400 2.536100 -0.17 0.08 -0.12
C -5.007300 0.801300 -1.554800 0.84 0.01 -0.17
Ge -3.024100 1.003000 -1.730000 -0.30 0.29 -0.06
C -2.609000 2.959300 -1.710900 -0.10 -0.71 0.02
C -2.188800 0.167100 -3.316900 -0.30 0.20 0.51
C -2.386100 -0.009000 -0.092600 0.01 0.65 -0.02
H -5.507800 1.379500 -2.324500 -0.06 0.07 -0.12
H -5.321600 1.160100 -0.579700 0.00 0.07 0.11
H -5.284300 -0.242400 -1.651300 -0.06 -0.14 -0.03
H -3.026200 3.415100 -2.606100 -0.05 -0.01 -0.08
H -1.536200 3.131900 -1.716000 0.11 0.03 -0.01
H -3.054900 3.444600 -0.848500 -0.05 0.05 0.16
H -2.433900 0.701900 -4.229100 -0.07 0.11 -0.06
H -2.538000 -0.854500 -3.416300 -0.04 -0.19 -0.03
H -1.107800 0.151600 -3.204600 0.11 0.02 0.03
H -2.364700 -1.065400 -0.367300 0.14 -0.09 0.06
H -3.039400 0.153800 0.763500 -0.07 -0.08 -0.04
O 1.593100 2.487500 1.393100 0.98 -0.07 0.54
S 0.541600 2.778000 0.421800 -0.56 0.67 0.39
C -0.612700 3.971000 1.209600 -0.25 -0.20 -0.53
C -0.526900 5.258300 0.406300 0.08 0.22 -0.07
C 0.883900 5.337100 -0.179300 -0.11 0.18 0.16
C 1.196500 3.988700 -0.793700 -0.39 -0.33 -0.07
H -0.263200 4.090800 2.232800 0.22 -0.21 0.01
H -1.605000 3.521900 1.211800 0.02 0.01 0.06
H -0.717200 6.119600 1.045400 -0.10 -0.02 -0.02
H -1.268300 5.257000 -0.393900 0.01 0.02 0.01
H 1.604200 5.539100 0.614400 0.03 0.10 -0.02
H 0.950800 6.129200 -0.926200 0.11 -0.05 0.04
H 2.258200 3.795600 -0.912200 0.04 -0.27 0.04
H 0.676100 3.826200 -1.734200 -0.04 -0.02 -0.13
```
Forces are in eV/Å.

Calculated values
E_tot	-222394.7005	eV
net charge	+1
ΔE to the lowest compared entry with this formula, charge and spin	0.0	kcal per mole
LUMO (spin up / spin down)	-2.9341 / -5.4261	eV
spin multiplicity	3
strongest force on any atom	1.12	eV/A
gap between HOMO and LUMO (spin up / spin down)	8.9 / 7.2	eV
HOMO level (spin up / spin down)	-0.434 / -0.462	Eh

***

What is the E_tot in the first record?
-17049.9101 eV

***

Which value of net charge does entry 4 give?
+1